{"formula": "C3H6N2", "method": "the ωB97M-V functional and the def2-TZVPD basis", "e_homo_ev": -8.26, "total_energy_ev": -6185.813, "lumo_energy_ev": 0.98, "spin_multiplicity": 1, "symbols": ["N", "C", "C", "C", "N", "H", "H", "H", "H", "H", "H"], "xyz": [[-1.691872, -0.123483, 0.181839], [-0.471516, -0.134562, -0.442256], [1.570644, 0.058841, 0.071310], [0.645971, -0.922474, 0.096996], [0.889377, 1.209842, -0.307776], [-2.442555, 0.407509, -0.231505], [-1.702737, -0.179100, 1.188701], [0.430834, 1.664603, 0.474756], [-0.540388, -0.021447, -1.519205], [2.654585, 0.003615, 0.102692], [0.657658, -1.963344, 0.384447]], "atomic_forces_ev_per_a": [[-0.026, 0.138, 0.085], [0.801, 1.064, -0.142], [-0.177, -0.903, 0.075], [0.577, 0.214, 0.149], [-1.570, -0.318, -0.371], [0.092, -0.044, 0.074], [-0.013, 0.046, -0.102], [0.249, 0.048, 0.133], [-0.006, -0.162, 0.018], [0.005, -0.004, 0.192], [0.068, -0.079, -0.110]], "lowdin_charge": [0.08, -0.29, -0.24, -0.09, 0.00, 0.09, 0.09, 0.05, 0.13, 0.09, 0.08]}


{"formula": "C16H11FN2O5S4Sn", "method": "the ωB97M-V functional and the def2-TZVPD basis", "e_homo_ev": -8.13, "total_energy_ev": -81881.575, "lumo_energy_ev": -0.42, "spin_multiplicity": 1, "symbols": ["Sn", "C", "C", "N", "C", "C", "N", "C", "O", "O", "C", "O", "O", "H", "H", "H", "H", "H", "O", "C", "S", "C", "C", "S", "S", "S", "F", "C", "C", "C", "C", "C", "C", "C", "H", "H", "H", "H", "H", "H"], "xyz": [[-0.407124, 0.502745, -0.167203], [3.127849, 0.776163, -2.391039], [3.089016, 0.643676, -0.912142], [2.004598, 0.547149, -0.166336], [2.414263, 0.470380, 1.140216], [3.776694, 0.508337, 1.188795], [4.176949, 0.613254, -0.117216], [4.813314, 0.467737, 2.256696], [4.388634, 0.412023, 3.495948], [5.975846, 0.504682, 1.934927], [1.400489, 0.349116, 2.217552], [1.751769, 0.266895, 3.385945], [0.169073, 0.328876, 1.819466], [2.112629, 0.783655, -2.780583], [3.673332, -0.052268, -2.843459], [3.613357, 1.707307, -2.683882], [5.150761, 0.669968, -0.380175], [3.388882, 0.409904, 3.545732], [-4.628652, 5.750532, -1.054639], [-3.887568, 4.825917, -0.888741], [-2.147904, 4.883648, -1.238857], [-1.789822, 3.256068, -0.701922], [-2.800871, 2.517563, -0.224891], [-2.760327, 0.846667, 0.319898], [-4.379993, 3.275065, -0.184219], [-0.106958, 2.760008, -0.864010], [-5.053773, -4.105746, 0.549268], [-3.899688, -3.499526, 0.213804], [-2.881257, -3.440700, 1.143173], [-1.695331, -2.817776, 0.786460], [-1.528166, -2.262675, -0.480025], [-0.263099, -1.546335, -0.834970], [-2.585182, -2.332870, -1.385296], [-3.775111, -2.956202, -1.049743], [-3.022041, -3.874870, 2.123229], [-0.890479, -2.756291, 1.509968], [-0.034222, -1.603691, -1.897640], [0.591158, -1.921962, -0.271308], [-2.479716, -1.889165, -2.368473], [-4.601326, -3.017277, -1.744327]], "atomic_forces_ev_per_a": [[0.025, -0.295, 0.288], [0.000, -0.010, -0.011], [0.001, -0.021, 0.015], [0.005, 0.082, -0.034], [-0.019, -0.044, -0.009], [-0.019, -0.025, -0.009], [-0.003, 0.044, 0.023], [0.010, 0.115, -0.045], [-0.033, 0.037, 0.053], [0.016, -0.047, -0.006], [0.065, 0.002, 0.051], [-0.003, 0.060, -0.047], [-0.008, -0.024, -0.075], [-0.002, 0.005, 0.001], [0.000, 0.000, -0.003], [0.001, -0.001, 0.004], [0.008, 0.000, -0.006], [0.010, -0.146, 0.017], [-0.028, -0.045, -0.122], [0.059, 0.085, 0.257], [-0.001, -0.014, -0.060], [0.118, 0.055, -0.055], [-0.107, -0.077, 0.049], [-0.005, 0.068, -0.097], [-0.022, -0.028, -0.054], [-0.029, 0.013, -0.133], [0.007, 0.004, 0.002], [-0.002, 0.004, -0.017], [0.002, -0.006, 0.008], [-0.013, 0.020, 0.025], [-0.002, 0.023, -0.053], [-0.055, 0.109, 0.069], [0.018, -0.024, -0.009], [-0.013, -0.004, 0.021], [0.001, 0.001, -0.001], [0.000, -0.002, 0.003], [-0.003, 0.100, -0.007], [0.020, -0.011, -0.034], [0.004, -0.002, 0.002], [0.001, -0.002, 0.000]], "lowdin_charge": [0.90, 0.02, -0.32, 0.04, -0.12, -0.06, 0.20, -0.48, 0.15, 0.11, -0.52, 0.10, -0.13, 0.08, 0.09, 0.09, 0.18, 0.08, -0.04, -1.01, 0.97, -1.12, -1.12, 0.61, 0.98, 0.59, 0.06, -0.28, 0.01, -0.04, -0.37, -0.23, -0.06, 0.00, 0.12, 0.12, 0.06, 0.06, 0.12, 0.12]}


{"formula": "C5H11N5", "method": "the ωB97M-V functional and the def2-TZVPD basis", "smiles": "CC(=C/C(C)=N/N)/N=N/N", "e_homo_ev": -7.50, "total_energy_ev": -12809.901, "lumo_energy_ev": 0.90, "spin_multiplicity": 1, "symbols": ["C", "C", "C", "C", "C", "N", "N", "N", "N", "N", "H", "H", "H", "H", "H", "H", "H", "H", "H", "H", "H"], "xyz": [[3.050419, 0.428846, 0.260845], [1.590652, 0.094016, 0.286819], [0.631790, 1.112031, 0.326298], [-0.735853, 0.853717, 0.276999], [-1.652107, 1.895457, -0.313716], [-1.183566, -0.295046, 0.750577], [-2.470567, -0.672338, 0.498082], [1.267138, -1.144954, 0.011706], [0.152997, -1.701167, 0.313559], [-0.352998, -2.505792, -0.652263], [3.638559, -0.464421, 0.069472], [3.344417, 0.845177, 1.222903], [3.266305, 1.171189, -0.505744], [0.973202, 2.119772, 0.139623], [-1.442859, 2.021732, -1.377034], [-1.481478, 2.848885, 0.184032], [-2.696262, 1.616109, -0.182393], [-2.658257, -1.544443, 0.974683], [-2.736991, -0.716182, -0.485244], [-0.697774, -3.383679, -0.289953], [0.193230, -2.578915, -1.509260]], "atomic_forces_ev_per_a": [[0.008, -0.063, -0.060], [-0.434, 0.836, 0.218], [0.170, -0.236, 0.284], [-0.388, 0.242, 0.013], [-0.083, -0.234, -0.111], [-0.050, 0.521, 0.518], [-0.250, 0.153, -0.254], [0.394, -1.226, -0.974], [-0.081, -0.443, 0.633], [0.303, -0.095, -0.454], [0.035, -0.024, -0.019], [0.060, 0.017, 0.051], [0.045, 0.062, -0.031], [0.023, 0.085, -0.029], [-0.098, 0.080, -0.020], [0.050, 0.050, -0.036], [0.031, 0.096, 0.002], [0.012, 0.088, -0.143], [0.144, -0.122, 0.163], [0.092, 0.146, 0.033], [0.016, 0.065, 0.218]], "lowdin_charge": [-0.05, -0.36, -0.04, -0.35, -0.04, -0.05, 0.01, 0.03, -0.10, 0.04, 0.07, 0.08, 0.08, 0.11, 0.08, 0.08, 0.06, 0.08, 0.09, 0.08, 0.09]}


{"formula": "C2H5N2", "method": "the ωB97M-V functional and the def2-TZVPD basis", "charge": 1, "smiles": "CC=[N+]=N", "e_homo_ev": -15.62, "total_energy_ev": -5124.264, "lumo_energy_ev": -5.96, "spin_multiplicity": 1, "symbols": ["C", "C", "N", "N", "H", "H", "H", "H", "H"], "xyz": [[-0.204757, 0.599396, 0.799036], [0.141959, -0.514964, 0.012600], [0.218235, -0.853178, -1.293530], [-0.001151, -1.408078, -2.299686], [-1.057622, 1.299551, 0.314872], [0.581335, 1.386224, 0.953959], [-0.409359, 0.386863, 1.818522], [0.449893, -1.499097, 0.579956], [0.696496, -1.498304, -3.140105]], "atomic_forces_ev_per_a": [[-1.697, 5.541, -1.282], [1.496, -5.993, -3.286], [0.385, 2.255, 4.604], [-0.323, -0.744, -2.148], [1.642, -1.869, 1.096], [0.029, -0.828, -0.648], [-0.610, -0.890, 0.668], [-0.344, 1.908, -1.092], [-0.578, 0.619, 2.088]], "lowdin_charge": [-0.06, -0.03, 0.04, 0.26, 0.17, 0.13, 0.09, 0.20, 0.20]}


Q: Which formula does entry 3 have?
A: C5H11N5